1.
Molecular formula: C10H15NO3
Method: DFT, ωB97M-V/def2-TZVPD

Output
**Frontier orbital gap**: 8.278 eV
**Electronic energy**: -18239.083 eV
**Spin multiplicity**: 1
**Relative energy (zero: lowest compared OMol25 entry of this formula, charge and spin)**: 157.9 kcal/mol
**Total charge**: 0

Last column: Löwdin charge in e.
Atoms and positions in Å:
C -2.210 -1.077 1.883  -0.099
C -1.956 -2.023 0.802  -0.162
C -1.507 0.025 2.151  -0.035
C -1.191 -1.812 -0.230  0.171
C -0.183 0.394 1.506  -0.334
C -0.268 0.375 -0.013  -0.074
C 0.711 0.482 -2.368  -0.054
C 1.950 -0.713 -0.584  -0.043
C 1.693 1.774 -0.477  -0.025
C 0.993 0.455 -0.863  -0.525
N -1.451 1.029 -0.461  -0.345
O -1.825 0.913 -1.614  0.061
O -2.072 1.674 0.377  0.075
O 0.822 -0.446 2.026  -0.013
H -3.081 -1.298 2.483  0.104
H -2.496 -2.968 0.882  0.110
H -1.820 0.657 2.967  0.119
H -0.910 -2.246 -1.157  0.061
H 0.095 1.403 1.834  0.155
H 0.166 -0.402 -2.683  0.082
H 1.659 0.511 -2.902  0.086
H 0.134 1.353 -2.658  0.079
H 2.780 -0.670 -1.286  0.089
H 2.355 -0.660 0.421  0.076
H 1.442 -1.665 -0.708  0.073
H 1.007 2.614 -0.556  0.095
H 2.529 1.948 -1.149  0.090
H 2.067 1.728 0.544  0.087
H 0.568 -1.356 1.830  0.098

2.
Molecular formula: C17H32N2O
Method: DFT, ωB97M-V/def2-TZVPD

Output
**Frontier orbital gap**: 9.410 eV
**Electronic energy**: -23177.540 eV
**Spin multiplicity**: 1
**SMILES**: CC1(C)CC(NC(=O)CCC2CCCC2)CC(C)(C)N1
**Relative energy (zero: lowest compared OMol25 entry of this formula, charge and spin)**: 0.0 kcal/mol
**Total charge**: 0

Last column: Löwdin charge in e.
Atoms and positions in Å:
C 4.766 -1.715 -0.461  -0.045
C 3.651 -0.865 0.169  -0.563
C 3.757 -1.005 1.699  -0.028
C 2.294 -1.383 -0.329  -0.080
C 1.166 -0.397 -0.039  -0.296
N -0.096 -0.909 -0.531  0.102
C -1.166 -1.133 0.261  -0.506
O -1.141 -0.963 1.464  0.052
C -2.387 -1.648 -0.485  -0.095
C -2.946 -0.674 -1.533  -0.165
C -3.970 0.337 -1.004  -0.312
C -5.240 -0.316 -0.414  -0.160
C -5.318 0.158 1.040  -0.192
C -4.633 1.520 1.004  -0.190
C -3.430 1.257 0.103  -0.153
C 1.490 0.945 -0.692  -0.080
C 2.829 1.513 -0.204  -0.562
C 2.685 2.102 1.212  -0.028
C 3.258 2.649 -1.146  -0.045
N 3.849 0.484 -0.334  0.044
H 5.733 -1.431 -0.055  0.080
H 4.787 -1.560 -1.536  0.081
H 4.602 -2.771 -0.259  0.082
H 2.889 -0.601 2.207  0.065
H 3.844 -2.056 1.967  0.083
H 4.643 -0.486 2.061  0.084
H 2.077 -2.344 0.140  0.131
H 2.354 -1.531 -1.410  0.125
H 1.021 -0.279 1.038  0.134
H -0.162 -1.093 -1.520  0.144
H -3.149 -1.886 0.255  0.113
H -2.095 -2.578 -0.981  0.121
H -2.126 -0.120 -1.997  0.106
H -3.433 -1.255 -2.322  0.113
H -4.262 0.955 -1.861  0.133
H -6.120 0.026 -0.961  0.109
H -5.213 -1.402 -0.488  0.103
H -4.751 -0.512 1.688  0.110
H -6.343 0.206 1.406  0.104
H -5.295 2.260 0.550  0.111
H -4.344 1.871 1.993  0.108
H -2.664 0.745 0.681  0.095
H -3.000 2.173 -0.301  0.113
H 0.693 1.661 -0.485  0.130
H 1.549 0.797 -1.773  0.125
H 3.665 2.346 1.616  0.084
H 2.194 1.414 1.892  0.065
H 2.095 3.014 1.172  0.083
H 2.472 3.395 -1.227  0.082
H 4.157 3.132 -0.771  0.080
H 3.470 2.250 -2.134  0.081
H 4.744 0.843 -0.020  0.125

3.
Molecular formula: C4H9NO2
Method: DFT, ωB97M-V/def2-TZVPD

Output
**Frontier orbital gap**: 10.017 eV
**Electronic energy**: -9879.496 eV
**Spin multiplicity**: 1
**SMILES**: NC(=O)CCCO
**Relative energy (zero: lowest compared OMol25 entry of this formula, charge and spin)**: 13.0 kcal/mol
**Total charge**: 0

Last column: Löwdin charge in e.
Atoms and positions in Å:
N 1.815 0.418 1.050  0.156
C 1.179 -0.791 1.056  -0.552
O 1.237 -1.564 1.997  0.040
C 0.397 -1.134 -0.209  -0.111
C -1.047 -0.589 -0.183  -0.172
C -1.233 0.730 -0.915  -0.266
O -0.363 1.711 -0.362  -0.084
H 2.165 0.720 1.949  0.108
H 1.423 1.132 0.448  0.072
H 0.924 -0.775 -1.102  0.119
H 0.376 -2.225 -0.245  0.115
H -1.717 -1.313 -0.661  0.115
H -1.392 -0.489 0.854  0.125
H -1.015 0.586 -1.986  0.120
H -2.280 1.056 -0.826  0.118
H -0.469 2.527 -0.863  0.097

4.
Molecular formula: C2H9NOS
Method: DFT, ωB97M-V/def2-TZVPD

Output
**Frontier orbital gap**: 9.819 eV
**Electronic energy**: -16591.298 eV
**Spin multiplicity**: 1
**SMILES**: NCO.CS
**Relative energy (zero: lowest compared OMol25 entry of this formula, charge and spin)**: 31.6 kcal/mol
**Total charge**: 0

Last column: Löwdin charge in e.
Atoms and positions in Å:
N -1.725 0.090 0.570  0.023
C -1.126 0.731 1.696  -0.386
O -0.317 -0.240 2.387  -0.129
H -1.037 0.010 -0.214  0.026
H -2.246 -0.698 0.942  0.082
H -0.602 1.720 1.458  0.129
H -1.915 0.961 2.384  0.091
H 0.507 0.154 2.890  0.136
C 1.237 0.721 -0.777  -0.417
S 0.978 -0.689 -2.023  0.562
H 2.212 1.180 -1.024  0.046
H 0.387 1.406 -0.781  0.020
H 1.234 0.204 0.126  -0.034
H -0.257 -1.341 -2.006  -0.148

5.
Molecular formula: C41H89Cl26NO2P
Method: DFT, ωB97M-V/def2-TZVPD

Output
**Frontier orbital gap**: 5.091 eV
**Electronic energy**: -384415.929 eV
**Spin multiplicity**: 1
**Total charge**: -1

Last column: Löwdin charge in e.
Atoms and positions in Å:
C -1.998 5.715 0.305  -0.206
C -1.446 4.304 0.476  -0.280
C -1.943 3.322 -0.575  -0.364
N -1.219 3.490 -1.834  -0.208
P -2.081 2.621 -3.169  0.425
O -1.235 3.698 -4.319  -0.391
C -0.664 1.311 -3.271  -0.326
C -0.943 0.273 -4.344  -0.275
C -0.171 -1.058 -4.202  -0.197
C 1.267 -0.953 -3.644  -0.198
C 1.412 -1.761 -2.348  -0.232
C 0.856 -1.071 -1.115  -0.192
C 1.020 -1.903 0.177  -0.225
C -0.258 -2.609 0.648  -0.215
C -0.907 -3.541 -0.386  -0.202
C -2.115 -2.952 -1.117  -0.165
C -3.224 -2.461 -0.159  -0.231
O -3.633 -1.146 -0.464  -0.184
C -4.376 -1.082 -1.656  -0.119
H -3.063 5.700 0.108  0.046
H -1.874 6.240 1.246  0.001
H -1.479 6.282 -0.457  0.003
H -0.358 4.316 0.515  0.087
H -1.803 3.944 1.446  0.090
H -3.019 3.486 -0.741  0.081
H -1.743 2.313 -0.219  0.092
H -1.244 4.482 -2.052  0.045
H -3.187 3.617 -3.085  -0.031
H -2.792 2.051 -4.293  -0.128
H -2.803 1.761 -2.244  -0.020
H -1.328 3.290 -5.190  -0.008
H 0.209 1.875 -3.590  0.058
H -0.431 0.878 -2.300  0.047
H -2.006 0.018 -4.268  0.071
H -0.800 0.651 -5.354  0.097
H -0.745 -1.782 -3.630  0.081
H -0.087 -1.479 -5.205  0.093
H 1.925 -1.436 -4.365  0.070
H 1.618 0.070 -3.544  0.104
H 2.461 -2.012 -2.189  0.070
H 0.919 -2.713 -2.527  0.091
H -0.193 -0.809 -1.203  0.094
H 1.419 -0.147 -0.984  0.098
H 1.844 -2.611 0.091  0.068
H 1.285 -1.184 0.952  -0.001
H -0.958 -1.866 1.021  0.105
H 0.019 -3.213 1.515  0.024
H -0.155 -3.882 -1.090  0.093
H -1.245 -4.445 0.123  0.077
H -1.828 -2.095 -1.710  0.084
H -2.530 -3.720 -1.767  0.107
H -4.087 -3.122 -0.300  0.109
H -2.908 -2.491 0.877  0.108
H -3.744 -1.204 -2.537  0.078
H -4.846 -0.110 -1.735  0.084
H -5.161 -1.847 -1.694  0.084
Cl -0.382 8.294 -2.040  0.577
C -1.461 9.703 -1.912  -0.656
C -2.226 9.735 -0.614  -0.666
Cl -3.446 8.443 -0.493  0.602
H -2.133 9.688 -2.766  0.067
H -0.831 10.589 -1.982  0.068
H -2.760 10.680 -0.532  0.057
H -1.563 9.642 0.243  0.039
Cl 1.448 -4.396 5.450  0.515
C -0.232 -4.162 4.897  -0.668
C -0.741 -5.332 4.094  -0.640
Cl 0.078 -5.468 2.520  0.612
H -0.266 -3.240 4.320  0.061
H -0.845 -4.033 5.788  0.071
H -1.803 -5.197 3.891  0.076
H -0.608 -6.272 4.624  0.064
Cl 0.439 6.790 2.279  0.605
C 1.487 5.637 3.141  -0.641
C 0.692 4.723 4.036  -0.794
Cl -0.013 5.594 5.427  0.539
H 2.226 6.203 3.703  0.069
H 2.003 5.050 2.384  0.074
H 1.341 3.948 4.442  -0.345
H -0.119 4.245 3.492  0.071
Cl -8.022 2.847 -6.024  0.522
C -6.733 3.852 -5.295  -0.652
C -5.382 3.572 -5.897  -0.656
Cl -4.771 1.964 -5.463  0.576
H -6.734 3.670 -4.224  0.071
H -7.010 4.890 -5.469  0.069
H -4.658 4.293 -5.516  0.076
H -5.407 3.646 -6.983  0.063
Cl -11.846 -0.587 -6.156  0.523
C -10.082 -0.356 -6.298  -0.670
C -9.518 -1.018 -7.527  -0.663
Cl -9.578 -2.799 -7.424  0.524
H -9.620 -0.739 -5.392  0.072
H -9.905 0.716 -6.347  0.025
H -8.471 -0.741 -7.641  0.074
H -10.055 -0.717 -8.422  0.066
Cl 3.967 -3.679 -4.270  0.567
C 5.071 -4.670 -3.277  -0.671
C 4.333 -5.588 -2.337  -0.672
Cl 3.496 -4.678 -1.054  0.576
H 5.724 -3.994 -2.732  0.011
H 5.679 -5.256 -3.965  0.073
H 5.036 -6.259 -1.846  0.033
H 3.594 -6.188 -2.858  -0.001
Cl 7.381 -1.394 2.581  0.536
C 5.748 -0.993 1.976  -0.667
C 5.232 -2.039 1.022  -0.644
Cl 6.130 -2.046 -0.515  0.593
H 5.791 -0.009 1.517  0.070
H 5.095 -0.940 2.843  0.044
H 4.189 -1.842 0.777  0.049
H 5.302 -3.035 1.453  0.072
Cl 7.535 -5.503 -0.885  0.587
C 8.728 -4.332 -0.260  -0.667
C 10.121 -4.626 -0.750  -0.661
Cl 10.785 -6.129 -0.052  0.527
H 8.674 -4.348 0.826  0.068
H 8.417 -3.349 -0.601  0.015
H 10.789 -3.818 -0.455  0.073
H 10.149 -4.720 -1.832  0.067
Cl 4.879 -5.355 6.542  0.529
C 4.860 -7.135 6.524  -0.664
C 3.883 -7.701 7.522  -0.666
Cl 4.402 -7.426 9.205  0.529
H 5.872 -7.483 6.714  0.067
H 4.573 -7.438 5.519  0.074
H 3.805 -8.778 7.386  0.071
H 2.896 -7.263 7.400  0.061
Cl -1.636 12.175 2.130  0.537
C -0.607 10.935 2.905  -0.656
C -1.404 9.979 3.754  -0.667
Cl -2.067 10.770 5.209  0.532
H 0.153 11.450 3.488  0.067
H -0.113 10.385 2.105  0.061
H -0.762 9.168 4.095  0.054
H -2.234 9.549 3.198  0.070
Cl 1.671 -6.324 -4.698  0.575
C 0.357 -7.515 -4.546  -0.655
C -0.222 -7.529 -3.155  -0.656
Cl 0.929 -8.183 -1.960  0.536
H 0.748 -8.490 -4.826  0.065
H -0.414 -7.234 -5.263  0.073
H -1.104 -8.168 -3.130  0.071
H -0.508 -6.531 -2.833  0.064
Cl 1.896 2.769 4.316  0.889
C 1.618 1.004 4.294  -0.562
C 2.639 0.277 3.460  -0.632
Cl 2.464 0.616 1.721  0.662
H 0.608 0.828 3.930  0.089
H 1.678 0.653 5.324  -0.010
H 2.509 -0.799 3.586  0.079
H 3.652 0.540 3.756  0.061
Cl -1.770 0.788 8.429  0.549
C -0.244 0.165 9.104  -0.666
C 0.881 0.216 8.104  -0.634
Cl 0.645 -0.943 6.770  0.592
H -0.420 -0.849 9.452  0.067
H 0.002 0.787 9.963  0.073
H 1.819 -0.048 8.591  0.078
H 0.984 1.210 7.671  0.070

6.
Molecular formula: C3H6NO3
Method: DFT, ωB97M-V/def2-TZVPD

Output
**Frontier orbital gap**: 8.523 eV
**Electronic energy**: -10842.334 eV
**Spin multiplicity**: 1
**Relative energy (zero: lowest compared OMol25 entry of this formula, charge and spin)**: 28.6 kcal/mol
**Total charge**: -1

Last column: Löwdin charge in e.
Atoms and positions in Å:
C -2.657 0.442 -0.521  -0.015
C -1.436 0.796 -0.893  -0.290
O -0.953 2.072 -0.696  -0.046
H -3.037 -0.543 -0.750  0.033
H -3.331 1.146 -0.049  0.039
H -0.700 0.129 -1.326  0.082
H -0.071 1.929 -0.311  0.076
N 2.692 -1.351 0.873  0.078
C 1.547 -0.588 0.542  -0.856
O 0.811 -1.107 -0.340  -0.113
O 1.391 0.516 1.105  -0.093
H 3.139 -1.123 1.744  0.053
H 2.605 -2.318 0.620  0.052

Among the records above, which one has the lowest frontier orbital gap? C41H89Cl26NO2P

Which value of spin multiplicity does entry 4 give? 1